9
Properties=species:S:1:pos:R:3:forces:R:3 method="wB97M-V/def2-TZVPD" homo_energy_ev=-9.08 smiles="O=PO.NS" e_lumo_ev=-0.1 orbital_gap_ha=0.33093 max_force_ev_per_a=1.56
O 1.96609 -1.31092 1.61395 0.12 -0.06 1.06
P 2.35641 -0.60516 0.39997 -0.94 -0.56 -1.11
O 1.38044 -1.13506 -0.77829 1.02 0.61 -0.44
H 0.65956 -1.73631 -0.56484 -0.08 -0.06 0.36
N -0.73765 0.85169 0.11831 -0.09 0.34 0.25
S -2.42118 0.88599 -0.32648 0.41 0.23 0.22
H -0.33610 1.79016 0.08155 -0.29 -0.23 0.07
H -0.67316 0.53745 1.08472 -0.06 -0.06 -0.21
H -2.19442 0.72217 -1.62888 -0.07 -0.20 -0.20


72
Properties=species:S:1:pos:R:3:forces:R:3 method="wB97M-V/def2-TZVPD" homo_energy_ev="-3.45 / -3.45" e_lumo_ev="-0.3 / -0.3" orbital_gap_ha="0.11411 / 0.11407" max_force_ev_per_a=4.54
Sr 2.34145 0.84777 -0.69842 0.78 -1.03 0.66
C 1.96634 3.98436 -0.75876 -0.41 0.84 0.44
C 0.69869 3.87253 -0.32155 0.40 0.99 0.14
C -0.51969 3.86530 -1.19303 -0.59 -0.19 -0.06
C -0.42657 2.98020 -2.46032 -0.48 0.22 0.09
C 0.48851 1.79504 -2.38936 -1.19 -0.48 -0.70
C 1.76257 1.82496 -2.87685 0.16 -0.26 -0.41
C 2.56885 3.05607 -3.12704 0.31 0.28 -0.20
C 2.35653 4.27316 -2.17788 0.37 0.09 -0.77
C 0.41020 -3.93157 0.33474 0.32 -0.95 0.48
H 2.76582 4.20852 -0.03458 -0.42 -0.35 -0.10
H 0.47592 4.00549 0.74901 0.42 -0.43 -0.45
H -0.77345 4.89401 -1.51605 0.21 -0.20 0.26
H -1.38182 3.54046 -0.58356 0.34 0.03 -0.19
H -1.44372 2.60909 -2.67664 0.19 0.11 0.08
H -0.17029 3.62930 -3.30925 0.17 -0.26 0.09
H -0.02932 0.83679 -2.22149 0.49 0.50 -0.46
H 2.27877 0.88247 -3.16667 -0.35 0.24 -0.12
H 2.40585 3.41012 -4.15932 0.22 0.00 0.17
H 3.63713 2.77718 -3.08910 -0.10 0.02 -0.04
H 3.31961 4.81153 -2.12675 -0.37 -0.16 -0.15
H 1.66352 4.98392 -2.65983 0.01 -0.32 0.37
H 1.45396 -3.61926 0.47165 -0.51 -0.05 0.14
H 0.39653 -4.83298 -0.29664 0.12 0.23 0.18
H -0.05291 -4.11715 1.31963 0.39 -0.15 -0.57
P -0.54670 -2.62620 -0.42235 0.19 -0.34 -0.29
P -0.74834 -0.55948 2.75598 -2.37 -1.42 2.01
N 0.60562 -2.18620 -1.67924 -0.09 0.26 -0.28
N -1.84174 -3.54003 -1.16343 -0.24 0.32 0.23
N 0.45264 0.66761 2.66269 0.68 -0.14 -0.42
N -1.64462 0.12971 4.00357 -1.76 2.69 1.01
C -1.17711 -0.93488 -0.12102 -0.61 0.99 0.06
C -1.72541 -0.47608 1.25810 -0.45 1.03 -1.12
C 1.92125 -2.60693 -1.94156 -0.47 -0.27 -0.52
C 2.20544 -2.34532 -3.27110 -0.29 0.06 0.68
C 1.05032 -1.72103 -3.83858 -0.56 0.22 0.64
C 0.09375 -1.61397 -2.84580 1.16 -0.64 -0.38
C -1.85897 -4.90819 -1.46671 -0.59 -0.16 0.16
C -3.15989 -5.31561 -1.71621 0.80 1.02 0.03
C -3.98368 -4.14875 -1.63275 1.00 0.59 0.33
C -3.15937 -3.09100 -1.27955 -0.50 -0.83 -0.27
C 1.59764 0.51991 3.45223 -0.17 0.85 0.96
C 2.60830 1.24256 2.89094 0.15 0.43 0.23
C 2.07932 1.91077 1.76003 -0.80 -0.44 -0.41
C 0.76862 1.46671 1.57281 0.13 0.83 1.09
C -1.97434 1.49355 4.17182 -0.34 -0.99 0.99
C -2.53866 1.64661 5.41885 0.27 -0.07 -0.65
C -2.57358 0.36146 6.04542 0.25 -0.27 -0.55
C -2.02970 -0.55173 5.17107 -0.05 1.18 -0.48
H -1.98514 -0.74505 -0.83987 -0.34 -0.08 -0.08
H -0.41435 -0.20094 -0.45335 0.49 -0.18 0.15
H -1.96308 0.60290 1.18264 -0.30 -0.21 -0.65
H -2.67438 -0.99476 1.47208 0.49 0.19 0.22
H 2.52994 -3.03320 -1.15286 -0.17 0.11 -0.33
H 3.12744 -2.58355 -3.79635 -0.25 0.13 0.28
H 0.92604 -1.38199 -4.85204 0.05 0.04 -0.06
H -0.90378 -1.21565 -2.83972 -0.13 -0.03 -0.26
H -0.95438 -5.49420 -1.45968 -0.15 0.07 -0.03
H -3.49367 -6.31648 -1.93947 0.17 0.03 -0.07
H -5.04485 -4.08727 -1.82025 0.08 0.03 0.11
H -3.40654 -2.06772 -1.07098 -0.10 0.02 -0.02
H 1.54318 0.06772 4.45717 0.12 0.17 -1.09
H 3.63669 1.34385 3.21967 -0.33 -0.06 0.24
H 2.59806 2.62621 1.13324 -0.08 -0.02 0.37
H -0.02971 1.79404 0.91690 0.36 -0.14 0.04
H -1.78013 2.20796 3.38673 0.07 -0.04 0.09
H -2.88551 2.57772 5.84346 0.01 -0.07 -0.02
H -2.95542 0.15143 7.03048 0.01 -0.08 0.00
H -1.88191 -1.61260 5.23563 0.07 -0.13 0.04
Se 0.86230 -2.17240 3.10208 3.46 -2.10 -2.05
C 2.01123 -1.66282 1.69658 1.58 -1.33 0.49
N 2.52472 -1.20403 0.73076 -0.87 0.05 0.71


14
Properties=species:S:1:pos:R:3:forces:R:3 method="wB97M-V/def2-TZVPD" homo_energy_ev=-9.73 e_lumo_ev=0.8 orbital_gap_ha=0.38519 max_force_ev_per_a=0.55
H -0.22521 1.28131 -0.51316 0.09 -0.05 -0.18
N -0.92297 0.53802 -0.60922 0.42 -0.28 -0.11
C -0.39895 -0.60414 -0.45334 -0.13 0.22 -0.24
C 1.06396 -0.92995 -0.23774 0.05 0.02 -0.06
C 1.90212 0.26066 -0.11220 0.35 0.42 0.01
C 2.55255 1.27069 -0.03514 -0.25 -0.42 -0.03
H -1.06415 -1.47522 -0.47257 0.13 0.11 -0.12
H 1.17963 -1.58267 0.63790 -0.07 0.12 -0.12
H 1.37888 -1.52437 -1.10403 0.08 0.02 0.10
H 3.15468 2.15081 0.02504 -0.11 -0.14 0.01
C -2.13843 0.12058 1.49615 -0.34 -0.14 0.26
O -3.26079 -0.16635 1.17932 0.36 0.11 0.31
H -1.77144 1.15621 1.63412 -0.26 -0.03 -0.01
H -1.35824 -0.64626 1.70437 -0.31 0.03 0.18


11
Properties=species:S:1:pos:R:3:forces:R:3 method="wB97M-V/def2-TZVPD" homo_energy_ev=-9.30 smiles="C=CO.N" e_lumo_ev=0.8 orbital_gap_ha=0.37129 max_force_ev_per_a=1.60
C 2.23149 0.43095 0.23355 0.16 -0.04 0.21
C 1.05273 0.25236 -0.35716 1.28 -0.92 -0.27
O 0.50552 -1.02050 -0.28726 0.18 0.33 -0.34
H 2.72193 1.37506 0.41426 -0.05 0.22 -0.78
H 2.79067 -0.43242 0.58473 -0.51 0.02 0.57
H 0.70545 0.88232 -1.17380 -0.65 0.49 0.70
H -0.44038 -0.91479 -0.17925 -0.29 -0.21 -0.07
N -2.59621 0.09666 0.21270 -0.10 -1.18 -0.44
H -2.29737 -0.22614 1.12844 0.32 0.47 0.10
H -2.88145 -0.78640 -0.22102 -0.44 0.31 -0.03
H -1.79239 0.34291 -0.35517 0.10 0.53 0.34


121
Properties=species:S:1:pos:R:3:forces:R:3 method="wB97M-V/def2-TZVPD" homo_energy_ev=-6.85 e_lumo_ev=0.2 orbital_gap_ha=0.26054 max_force_ev_per_a=3.47
K 0.16315 -0.17979 0.62871 -0.20 0.08 -1.51
C 3.58384 -0.54175 0.51959 0.04 -0.18 -0.08
C 3.02776 -1.86877 -0.00161 -0.28 -0.04 0.07
C 3.07554 -1.86194 -1.52414 0.02 0.04 -0.15
C 3.84395 -3.02279 0.55859 0.17 -0.12 0.01
O 1.65957 -1.93533 0.43602 0.61 -1.17 -0.14
Si 0.59774 -3.26792 0.49870 0.25 -0.48 -0.16
S -1.30594 -2.63024 0.81507 -0.06 -0.28 0.03
O 0.91118 -4.03462 -0.93968 0.07 -0.02 0.12
C 0.62387 -5.37828 -1.36264 -0.05 0.41 0.26
C 1.78291 -6.27220 -0.95016 0.14 -0.14 0.02
C 0.51325 -5.30731 -2.87531 -0.02 -0.06 -0.19
C -0.68088 -5.87357 -0.75370 -0.09 -0.14 0.00
O 1.21791 -4.33420 1.61316 0.05 0.05 0.10
C 1.11490 -4.37145 3.04312 -0.06 0.15 -0.45
C 1.20831 -2.96513 3.62347 0.03 0.08 0.19
C -0.20305 -5.03068 3.41748 -0.09 -0.08 0.14
C 2.28578 -5.21559 3.51844 0.12 -0.09 0.07
H 4.63361 -0.47232 0.22795 0.00 0.13 0.09
H 3.51077 -0.48438 1.60805 0.00 -0.03 -0.02
H 3.05627 0.30971 0.08051 -0.01 -0.02 0.00
H 4.10614 -1.71186 -1.85628 -0.03 -0.02 -0.05
H 2.46821 -1.03949 -1.91396 0.02 0.00 0.02
H 2.69062 -2.79170 -1.94147 0.02 0.02 0.10
H 4.87316 -2.94829 0.19691 -0.01 -0.01 0.03
H 3.43875 -3.98825 0.25382 -0.03 0.08 -0.03
H 3.85881 -2.99691 1.64996 -0.02 0.02 -0.02
H 2.71630 -5.90545 -1.38473 -0.03 0.01 -0.01
H 1.62027 -7.29500 -1.30065 0.01 0.02 0.00
H 1.88988 -6.28559 0.13548 -0.04 0.04 -0.03
H 1.43206 -4.89649 -3.29946 -0.01 -0.01 0.02
H -0.31758 -4.66092 -3.16390 0.02 0.00 0.04
H 0.34859 -6.30004 -3.30195 0.00 0.02 0.02
H -0.62020 -5.91241 0.33597 0.05 0.01 -0.04
H -0.89485 -6.88145 -1.12062 -0.02 0.03 0.01
H -1.50832 -5.21306 -1.01331 0.03 0.01 -0.02
H 0.35736 -2.35381 3.31347 0.01 -0.05 -0.02
H 2.12985 -2.47464 3.29545 -0.03 -0.04 0.00
H 1.21719 -3.01710 4.71638 -0.02 0.03 -0.02
H -1.04655 -4.43190 3.07276 0.05 0.02 -0.01
H -0.26681 -5.16084 4.50204 -0.03 0.01 -0.03
H -0.26565 -6.01520 2.94838 0.02 0.01 0.02
H 3.23291 -4.76053 3.22119 -0.03 0.01 0.00
H 2.23464 -6.21205 3.07548 -0.01 0.02 0.00
H 2.27225 -5.31778 4.60649 0.00 0.00 -0.02
O -0.32119 1.08638 2.29278 -0.57 2.07 2.72
As -0.54969 1.98190 3.68797 0.13 -0.52 -0.88
C -2.39406 2.34286 3.99514 -0.16 -0.03 -0.05
C -2.86199 3.63035 4.22705 -0.08 -0.07 0.08
C -4.22406 3.83849 4.40732 0.02 0.00 0.00
C -5.10253 2.76652 4.35145 0.00 -0.02 0.00
C -4.63060 1.48106 4.11152 0.01 0.02 0.01
C -3.27421 1.26307 3.92949 -0.08 0.10 -0.03
C 0.11123 1.05067 5.21179 0.16 -0.14 0.02
C 1.35743 0.43539 5.09745 -0.09 -0.07 0.14
C 1.85315 -0.30061 6.16157 -0.01 0.01 0.01
C 1.10639 -0.42504 7.32721 0.01 -0.01 0.00
C -0.13591 0.18257 7.43412 -0.01 0.02 -0.02
C -0.64056 0.92364 6.37282 0.11 -0.01 0.05
C 0.36901 3.65354 3.57397 0.04 0.08 -0.11
C 1.23524 4.07669 4.57312 -0.03 0.10 0.02
C 1.92913 5.27163 4.42106 -0.03 -0.04 0.01
C 1.75351 6.03289 3.27612 0.00 0.00 -0.03
C 0.88768 5.60596 2.27533 -0.01 -0.01 0.01
C 0.19635 4.41264 2.41683 0.13 0.09 0.09
H -2.17575 4.46706 4.26997 0.02 0.00 -0.01
H -4.59663 4.83831 4.58819 0.00 0.00 0.00
H -6.16352 2.93246 4.48850 0.01 0.00 0.00
H -5.31967 0.64868 4.05564 0.00 0.01 0.01
H -2.91269 0.26429 3.71400 0.07 0.01 -0.01
H 1.92570 0.50401 4.17806 -0.03 0.04 -0.05
H 2.81359 -0.79175 6.07513 0.00 0.00 0.01
H 1.49177 -1.00956 8.15290 0.00 0.01 -0.01
H -0.71907 0.07376 8.33911 0.01 0.00 0.00
H -1.61498 1.38936 6.45123 -0.01 0.01 -0.01
H 1.37249 3.48181 5.46784 0.00 -0.02 -0.01
H 2.60744 5.60265 5.19656 0.00 0.00 -0.01
H 2.29768 6.96138 3.15825 -0.01 -0.01 0.00
H 0.75761 6.20017 1.38006 0.00 0.00 0.01
H -0.45965 4.07296 1.62492 -0.03 -0.07 0.01
C -0.83821 -0.66118 -5.41192 0.06 -0.08 -0.08
C -0.13175 0.70212 -5.32963 0.05 -0.05 -0.14
C -0.13713 1.32907 -6.73771 0.06 -0.15 -0.07
C 1.32374 0.38792 -4.93971 0.03 -0.04 -0.06
Si -1.00358 1.85057 -4.08799 -0.04 -0.04 0.03
Br -0.50079 0.98520 -2.06596 0.05 0.10 -0.10
C -2.90516 1.76665 -4.15232 -0.14 0.01 -0.08
C -3.53950 2.79816 -3.20508 -0.14 -0.02 -0.02
C -3.41051 2.05297 -5.57952 -0.16 0.03 0.04
C -3.45718 0.39839 -3.71236 -0.08 -0.02 -0.04
C -0.31274 3.62773 -4.05021 0.04 0.13 -0.05
C 1.22377 3.63633 -4.09603 0.04 0.10 0.00
C -0.83026 4.43260 -5.25823 0.09 0.12 0.02
C -0.69280 4.38682 -2.76750 -0.01 0.11 0.02
H -0.25462 -1.30460 -6.08043 -0.04 0.00 0.03
H -1.84600 -0.60144 -5.82068 0.04 0.06 -0.06
H -0.88904 -1.16127 -4.44206 0.00 0.05 0.00
H 0.28722 0.60190 -7.43989 -0.02 0.05 0.01
H 0.47189 2.23004 -6.80305 0.07 0.01 0.06
H -1.13849 1.57667 -7.09618 0.03 -0.02 0.05
H 1.75130 -0.24573 -5.72575 0.01 0.02 0.06
H 1.38156 -0.16888 -4.00374 -0.03 0.03 -0.01
H 1.95883 1.26630 -4.84875 -0.04 -0.01 -0.01
H -3.34310 3.82982 -3.49454 -0.04 -0.04 -0.10
H -3.21433 2.66283 -2.17092 0.04 -0.01 -0.03
H -4.62614 2.65638 -3.22677 0.03 0.02 0.02
H -3.07162 3.01291 -5.97454 0.00 -0.06 0.04
H -4.50646 2.07974 -5.55838 0.04 0.00 -0.03
H -3.12259 1.27942 -6.29067 0.02 -0.07 0.03
H -3.21050 0.16784 -2.67655 0.02 0.03 0.02
H -3.11531 -0.43230 -4.32592 -0.04 0.08 0.05
H -4.55010 0.43684 -3.79234 0.05 -0.02 0.02
H 1.63054 3.25584 -5.03121 -0.06 0.01 -0.07
H 1.66600 3.06714 -3.27523 -0.05 -0.03 0.00
H 1.56155 4.67469 -3.99467 0.01 -0.05 -0.01
H -0.60027 3.96580 -6.21799 -0.01 0.00 0.08
H -0.34671 5.41684 -5.25244 -0.04 -0.03 -0.02
H -1.90570 4.60311 -5.22148 -0.03 0.00 0.08
H -0.26200 3.92050 -1.88029 0.01 -0.03 -0.02
H -1.76602 4.47751 -2.61030 0.14 0.01 -0.01
H -0.28390 5.40188 -2.84459 -0.02 -0.04 0.04